Entry 1:
Here is a cluster of 10 separate species, C31H69Br2N9O12S in total at a distorted geometry from the OMol25 dataset. Energies are from ωB97M-V with the def2-TZVPD basis set.

Structure (ORCA input):
```
! wB97M-V def2-TZVPD RIJCOSX def2/J DEFGRID3
* xyz 0 1
C 0.85 0.82 -0.05
C -0.13 -0.23 0.48
Br -0.26 -1.73 -0.77
C -1.57 0.25 0.76
Br -1.66 0.72 2.68
O -1.91 1.38 0.00
C -3.15 1.57 -0.49
O -3.40 2.47 -1.19
O -4.04 0.60 -0.14
S -5.16 1.08 1.03
H 0.37 1.50 -0.76
H 1.68 0.32 -0.57
H 1.27 1.39 0.80
H 0.24 -0.67 1.41
H -2.31 -0.55 0.63
H -4.79 0.19 1.96
C -0.42 2.28 -4.69
O 0.09 1.75 -3.72
N -1.22 3.36 -4.65
C -1.81 3.92 -5.84
C -1.50 3.94 -3.34
H -0.27 1.89 -5.72
H -1.50 4.96 -5.99
H -2.90 3.89 -5.79
H -1.50 3.34 -6.71
H -0.57 4.27 -2.87
H -1.97 3.21 -2.70
H -2.16 4.79 -3.47
C 4.68 1.21 -3.39
O 5.75 1.65 -3.00
N 4.36 -0.10 -3.41
C 3.07 -0.58 -3.85
C 5.35 -1.06 -2.94
H 3.86 1.85 -3.75
H 2.57 -1.12 -3.05
H 3.18 -1.25 -4.71
H 2.44 0.26 -4.13
H 5.61 -0.85 -1.90
H 6.26 -0.98 -3.54
H 4.94 -2.06 -3.00
C 5.16 -3.47 0.07
O 4.31 -2.74 -0.41
N 5.59 -3.39 1.35
C 6.66 -4.23 1.86
C 4.95 -2.44 2.23
H 5.67 -4.25 -0.51
H 6.31 -4.85 2.68
H 7.50 -3.61 2.20
H 7.02 -4.88 1.06
H 3.88 -2.66 2.32
H 5.05 -1.42 1.86
H 5.42 -2.51 3.21
C -3.30 0.91 -7.15
O -3.11 1.85 -7.90
N -2.77 -0.32 -7.33
C -3.01 -1.40 -6.39
C -1.92 -0.55 -8.49
H -3.92 0.99 -6.25
H -2.07 -1.75 -5.95
H -3.49 -2.24 -6.88
H -3.65 -1.05 -5.59
H -1.06 0.12 -8.48
H -2.48 -0.37 -9.41
H -1.58 -1.58 -8.47
C -9.96 0.94 0.23
O -9.29 1.67 0.94
N -9.54 0.37 -0.91
C -10.40 -0.49 -1.70
C -8.18 0.61 -1.36
H -11.01 0.68 0.48
H -9.98 -1.49 -1.78
H -10.54 -0.08 -2.70
H -11.37 -0.56 -1.22
H -7.47 0.25 -0.62
H -8.02 1.68 -1.50
H -8.02 0.09 -2.30
C -7.46 -2.47 1.92
O -7.29 -1.77 0.94
N -7.92 -2.03 3.10
C -8.09 -2.90 4.25
C -8.24 -0.62 3.23
H -7.24 -3.56 1.91
H -9.13 -2.90 4.57
H -7.48 -2.57 5.08
H -7.82 -3.92 3.97
H -9.00 -0.32 2.51
H -7.35 -0.01 3.03
H -8.58 -0.43 4.24
C -8.25 0.73 6.61
O -8.11 -0.48 6.53
N -7.39 1.55 7.24
C -7.60 2.98 7.29
C -6.21 0.98 7.87
H -9.11 1.25 6.16
H -6.77 3.52 6.82
H -7.68 3.32 8.33
H -8.52 3.23 6.77
H -5.60 0.45 7.13
H -6.50 0.26 8.64
H -5.63 1.78 8.32
C 8.11 -0.91 0.79
O 9.06 -1.57 1.19
N 8.16 0.38 0.41
C 6.96 1.07 -0.03
C 9.43 1.09 0.45
H 7.11 -1.34 0.69
H 7.06 1.43 -1.06
H 6.75 1.92 0.62
H 6.12 0.38 0.01
H 10.15 0.60 -0.21
H 9.85 1.10 1.45
H 9.27 2.11 0.11
C 12.66 0.76 3.03
O 11.68 1.45 2.81
N 12.62 -0.51 3.48
C 13.82 -1.28 3.72
C 11.32 -1.11 3.71
H 13.69 1.13 2.86
H 13.84 -2.17 3.10
H 13.88 -1.58 4.77
H 14.69 -0.67 3.49
H 10.72 -1.14 2.80
H 10.76 -0.55 4.46
H 11.47 -2.13 4.07
*
```

Its total energy is -222167.1177 eV. The value obtained for the HOMO energy is -0.322 Eh. For the HOMO-LUMO gap, the calculation gives 9.01 eV. The value obtained for the LUMO energy is 0.2 eV. Its SMILES is C[C@H](Br)[C@@H](Br)OC(=O)OS.CN(C)C=O.CN(C)C=O.CN(C)C=O.CN(C)C=O.CN(C)C=O.CN(C)C=O.CN(C)C=O.CN(C)C=O.CN(C)C=O.

---

Entry 2:
Here is a cluster of 6 separate species, C31H69F10N3O23P5 in total at a distorted geometry from the OMol25 dataset. Energies are from ωB97M-V with the def2-TZVPD basis set.

Structure (ORCA input):
```
! wB97M-V def2-TZVPD RIJCOSX def2/J DEFGRID3
* xyz 1 1
O -5.30 1.39 3.29
C -5.31 1.27 1.87
C -5.57 2.61 1.20
O -5.38 2.45 -0.21
C -4.50 3.37 -0.74
O -3.15 3.16 -0.34
C -2.38 2.50 -1.28
N -1.06 3.16 -1.41
C -0.10 3.05 -0.54
N 1.08 3.69 -0.80
C 2.26 2.97 -0.32
C 2.10 2.36 1.11
C 2.63 0.92 1.07
C 2.29 0.09 2.29
F 3.09 -1.03 2.35
C 0.68 2.52 1.65
C 0.57 3.97 2.21
C -0.86 4.51 2.30
C -1.73 3.83 3.36
F -2.62 2.98 2.81
F -0.90 3.03 4.12
C -2.40 4.78 4.38
F -1.57 5.77 4.76
F -2.63 4.05 5.50
C -3.79 5.35 3.98
F -4.73 4.42 3.86
F -4.17 6.16 5.00
C -3.81 6.25 2.72
F -2.99 7.30 2.83
F -5.05 6.75 2.61
F -3.56 5.57 1.60
N -0.31 2.25 0.57
H -4.47 1.02 3.60
H -4.34 0.88 1.55
H -6.08 0.56 1.57
H -6.59 2.91 1.45
H -4.90 3.39 1.57
H -4.77 4.37 -0.40
H -4.65 3.35 -1.82
H -2.81 2.48 -2.28
H -2.20 1.48 -0.95
H -0.92 3.72 -2.24
H 1.07 4.67 -0.54
H 3.15 3.59 -0.32
H 2.46 2.15 -1.00
H 2.77 2.92 1.76
H 3.72 0.98 1.03
H 2.34 0.37 0.17
H 2.33 0.63 3.24
H 1.26 -0.27 2.18
H 0.44 1.87 2.48
H 1.11 4.61 1.51
H 1.08 4.00 3.17
H -0.78 5.57 2.53
H -1.36 4.40 1.34
H -0.11 1.30 0.26
C 5.37 -2.86 2.32
O 6.20 -3.86 1.71
P 6.85 -3.49 0.24
O 5.67 -3.05 -0.54
O 7.27 -5.03 -0.01
C 6.25 -6.00 -0.20
O 8.08 -2.92 -0.67
C 9.44 -3.14 -0.22
H 5.34 -3.04 3.39
H 5.75 -1.86 2.13
H 4.36 -2.95 1.92
H 5.33 -5.55 -0.59
H 6.04 -6.51 0.74
H 6.61 -6.73 -0.92
H 9.69 -4.20 -0.26
H 9.57 -2.77 0.80
H 10.10 -2.59 -0.88
C -5.88 0.88 -5.58
O -5.73 0.22 -4.31
P -6.67 -1.12 -4.06
O -8.03 -0.65 -4.41
O -6.35 -1.11 -2.48
C -6.87 -0.05 -1.69
O -6.87 -2.75 -4.09
C -5.72 -3.59 -3.82
H -4.97 1.45 -5.77
H -6.02 0.17 -6.39
H -6.73 1.56 -5.53
H -7.77 0.39 -2.13
H -6.12 0.72 -1.56
H -7.13 -0.45 -0.71
H -5.41 -3.48 -2.78
H -4.90 -3.33 -4.48
H -6.00 -4.62 -4.00
C 7.32 6.27 4.49
O 6.89 6.95 3.29
P 5.61 6.32 2.49
O 5.97 4.88 2.32
O 5.92 7.21 1.18
C 7.10 6.93 0.42
O 3.99 6.27 2.17
C 3.27 7.52 2.25
H 7.87 6.99 5.10
H 6.47 5.90 5.07
H 7.97 5.45 4.23
H 7.42 5.90 0.55
H 7.89 7.61 0.72
H 6.86 7.11 -0.63
H 3.57 8.20 1.45
H 3.45 8.00 3.22
H 2.21 7.31 2.15
C 0.05 -5.27 -7.38
O -0.89 -6.34 -7.52
P -2.48 -6.02 -7.14
O -2.27 -5.47 -5.76
O -2.71 -7.63 -7.13
C -1.97 -8.43 -6.21
O -4.14 -5.81 -7.10
C -4.92 -6.20 -8.25
H 0.91 -5.49 -8.02
H -0.38 -4.31 -7.69
H 0.38 -5.20 -6.35
H -1.66 -7.85 -5.34
H -1.09 -8.84 -6.70
H -2.61 -9.24 -5.89
H -4.91 -7.29 -8.37
H -4.55 -5.73 -9.15
H -5.95 -5.88 -8.08
C 1.38 -3.51 4.79
O 1.18 -4.89 4.46
P 0.67 -5.24 2.90
O -0.46 -4.25 2.94
O 0.23 -6.72 3.35
C -0.72 -6.86 4.41
O 0.45 -5.55 1.27
C 1.33 -6.50 0.63
H 2.03 -3.45 5.66
H 1.83 -2.96 3.97
H 0.41 -3.07 5.04
H -1.36 -5.98 4.50
H -0.20 -7.03 5.35
H -1.34 -7.72 4.18
H 1.15 -7.50 1.00
H 2.37 -6.23 0.77
H 1.11 -6.48 -0.44
*
```

Its total energy is -158439.7073 eV. The value obtained for the HOMO energy is -0.403 Eh. For the HOMO-LUMO gap, the calculation gives 7.56 eV. The value obtained for the LUMO energy is -3.4 eV.

---

Entry 3:
Here is a structure of composition C31H69F2O23P4V at a distorted geometry from the OMol25 dataset. Energies are from ωB97M-V with the def2-TZVPD basis set.

Structure (ORCA input):
```
! wB97M-V def2-TZVPD RIJCOSX def2/J DEFGRID3
* xyz 1 4
V -3.36 3.55 -2.20
C -1.40 1.54 -0.10
O -2.16 2.42 -0.85
H -1.68 1.63 0.96
H -1.69 0.50 -0.28
H -0.32 1.64 -0.19
C -3.67 1.81 3.44
C -2.57 2.51 4.24
O -3.26 2.78 5.43
C -4.64 2.73 5.20
O -5.45 3.01 6.01
O -4.86 2.43 3.92
F -2.27 3.70 3.65
H -3.65 0.72 3.52
H -3.67 2.16 2.41
H -1.71 1.85 4.31
C 1.54 0.97 -2.76
C 1.84 1.98 -3.88
O 1.83 1.19 -5.05
C 2.21 -0.08 -4.69
O 2.58 -0.93 -5.41
O 2.11 -0.16 -3.36
F 3.08 2.49 -3.64
H 0.46 0.76 -2.70
H 1.98 1.16 -1.79
H 1.14 2.82 -3.86
C 4.22 0.77 4.47
C 4.68 2.08 5.06
O 5.10 2.96 4.01
P 4.04 4.04 3.45
O 3.13 4.64 4.44
O 4.99 5.13 2.75
C 5.85 4.72 1.68
C 6.67 5.93 1.27
O 3.28 3.22 2.28
C 1.88 3.49 2.07
C 1.00 2.75 3.04
H 3.90 0.03 5.20
H 3.47 0.93 3.70
H 5.09 0.29 4.00
H 3.96 2.50 5.76
H 5.60 1.90 5.62
H 6.46 3.84 1.88
H 5.28 4.37 0.81
H 7.44 6.18 2.00
H 7.08 5.80 0.27
H 6.06 6.83 1.31
H 1.64 4.55 2.18
H 1.67 3.14 1.06
H 0.00 3.16 3.12
H 1.01 1.67 2.91
H 1.39 2.91 4.06
C 0.61 -8.10 -3.15
C -0.59 -7.24 -3.45
O -0.68 -6.23 -2.43
P -1.80 -5.11 -2.36
O -2.13 -4.50 -3.64
O -3.02 -5.80 -1.58
C -2.75 -6.45 -0.31
C -3.29 -5.58 0.81
O -1.28 -4.05 -1.27
C 0.09 -3.60 -1.41
C 0.11 -2.10 -1.46
H 0.51 -8.38 -2.10
H 0.49 -9.07 -3.64
H 1.57 -7.65 -3.38
H -0.48 -6.87 -4.48
H -1.53 -7.79 -3.39
H -3.20 -7.43 -0.18
H -1.67 -6.61 -0.31
H -3.14 -4.53 0.55
H -4.38 -5.64 0.90
H -2.74 -5.73 1.73
H 0.80 -3.94 -0.65
H 0.64 -4.05 -2.23
H -0.54 -1.68 -0.68
H 1.16 -1.81 -1.40
H -0.24 -1.69 -2.41
C 7.50 0.21 2.23
C 7.07 -0.37 0.90
O 5.64 -0.32 0.77
P 4.94 0.87 -0.05
O 5.70 2.12 0.07
O 4.73 0.29 -1.51
C 5.84 -0.09 -2.32
C 5.36 -0.41 -3.70
O 3.43 0.87 0.52
C 2.65 -0.31 0.50
C 2.62 -1.03 1.87
H 7.07 1.20 2.40
H 7.26 -0.41 3.10
H 8.58 0.38 2.29
H 7.53 0.25 0.13
H 7.33 -1.42 0.81
H 6.59 0.71 -2.33
H 6.31 -0.97 -1.87
H 4.72 -1.29 -3.73
H 4.91 0.42 -4.25
H 6.18 -0.69 -4.38
H 1.58 -0.09 0.39
H 2.93 -0.96 -0.34
H 2.25 -2.04 1.70
H 3.62 -0.96 2.29
H 1.96 -0.47 2.53
C -8.61 -0.65 -3.14
C -7.54 0.29 -3.65
O -7.40 1.45 -2.81
P -6.34 1.52 -1.63
O -5.09 2.22 -1.98
O -6.12 0.03 -1.16
C -5.10 -0.27 -0.20
C -3.98 -1.04 -0.97
O -7.13 2.26 -0.44
C -8.33 1.68 0.12
C -9.60 2.24 -0.45
H -8.83 -1.36 -3.94
H -8.36 -1.22 -2.25
H -9.52 -0.06 -3.04
H -6.58 -0.24 -3.72
H -7.81 0.67 -4.64
H -4.75 0.59 0.37
H -5.47 -0.98 0.54
H -4.31 -2.03 -1.27
H -3.59 -0.42 -1.77
H -3.25 -1.30 -0.20
H -8.27 0.59 0.07
H -8.27 2.00 1.16
H -10.43 1.56 -0.26
H -10.00 3.17 -0.05
H -9.48 2.43 -1.52
*
```

Its total energy is -148638.5859 eV. The value obtained for the HOMO energy (alpha / beta) is -0.434 / -0.434 Eh. For the HOMO-LUMO gap (alpha / beta), the calculation gives 6.62 / 6.64 eV. The value obtained for the LUMO energy (alpha / beta) is -5.2 / -5.2 eV. Its expectation value of S² is 3.78.

---

- The highest total energy belongs to which entry?
  C31H69F2O23P4V

---

- What is the formula in the third record?
  C31H69F2O23P4V